(1)
Below is a cluster of 6 separate species, C8H30N2O6 in total, with properties calculated with the ωB97M-V functional and the def2-TZVPD basis.

Computed properties:
**Energy relative to the best compared isomer or geometry (same formula, charge and spin)**: 0.0 kcal/mol
**LUMO level**: 0.4 eV
**HOMO level**: -9.35 eV
**HOMO-LUMO gap**: 9.73 eV

ORCA input file:
```
! RIJCOSX wB97M-V def2-TZVPD def2/J DEFGRID3
* xyz 0 1
C 0.4439 6.8464 3.0777
O 0.7199 5.4858 3.2732
C -0.4122 4.6748 3.0878
C 0.0732 3.2559 2.8455
C 0.5970 3.0882 1.4256
N -1.0390 2.3232 3.1085
H -0.4670 7.1640 3.6073
H 0.3230 7.0969 2.0171
H 1.2787 7.4140 3.4866
H -1.0539 4.7230 3.9807
H -0.9961 5.0316 2.2269
H 0.9229 3.1013 3.5265
H -0.2125 2.9875 0.7024
H 1.2707 2.2331 1.3426
H 1.1962 3.9595 1.1401
H -0.6557 1.3979 3.2896
H -1.4664 2.5943 3.9911
C 0.7394 -5.0377 -3.9369
O 0.7184 -5.5152 -2.6154
C -0.3558 -4.9784 -1.8475
C 0.0402 -3.6915 -1.1600
C 0.9010 -3.9863 0.0577
N -1.1746 -2.9713 -0.7659
H 0.8155 -3.9400 -3.9598
H -0.1552 -5.3544 -4.4806
H 1.6347 -5.4424 -4.4021
H -1.2461 -4.8331 -2.4790
H -0.6225 -5.7362 -1.1078
H 0.6926 -3.1044 -1.8306
H 0.3070 -4.3049 0.9166
H 1.4886 -3.1222 0.3764
H 1.6254 -4.7778 -0.1626
H -1.9095 -2.9567 -1.4584
H -1.0228 -2.0630 -0.3489
O 0.9051 0.7800 -2.6885
H 0.1194 0.3885 -3.1007
H 1.6324 0.2304 -2.9990
O -0.9586 -1.1747 -3.4563
H -1.1768 -1.7616 -4.1854
H -1.0805 -1.6926 -2.6460
O 0.6189 -0.2921 -0.0861
H 1.3809 0.0680 0.3755
H 0.7009 0.0377 -1.0059
O -2.0776 0.5433 0.8419
H -1.2699 0.1157 0.5327
H -1.7928 1.1956 1.4933
*
```



(2)
Below is a structure of composition C8H31BrNbO7P2 at a distorted geometry, with properties calculated with the ωB97M-V functional and the def2-TZVPD basis.

Computed properties:
**LUMO level**: 1.8 eV
**HOMO level**: -3.91 eV
**HOMO-LUMO gap**: 5.71 eV

ORCA input file:
```
! RIJCOSX wB97M-V def2-TZVPD def2/J DEFGRID3
* xyz -1 1
O 3.9162 1.0724 1.4315
P 3.3470 0.2354 -0.0277
O 4.7939 -0.4055 -0.7544
Nb 1.7110 -1.5698 0.7171
P -0.3427 -0.3105 -0.1935
O -0.1852 1.3060 0.4714
Br -0.1008 -0.2290 -2.4577
H 3.2920 1.8586 1.4966
H 4.5935 -1.1143 -1.4362
H 1.4561 -0.6561 2.2881
H 0.5246 -2.8395 1.3321
H 1.8712 -2.4990 -0.8269
H 3.0306 -2.5691 1.4898
H -0.6889 1.3881 1.3340
C -1.1526 2.5689 -5.7121
C -1.6674 3.2180 -4.4441
O -2.4691 2.2974 -3.7189
H -1.9859 2.2357 -6.3394
H -0.5362 3.2672 -6.2853
H -0.5555 1.6814 -5.4782
H -2.2815 4.0912 -4.6831
H -0.8400 3.5422 -3.8055
H -1.9122 1.5294 -3.5042
C -1.0792 7.8520 -2.3514
C -1.3826 6.9061 -3.4947
O -0.6311 5.7103 -3.3473
H -0.0112 8.0919 -2.3236
H -1.6473 8.7811 -2.4526
H -1.3268 7.3901 -1.3902
H -1.1131 7.3629 -4.4515
H -2.4465 6.6512 -3.5213
H -0.8839 5.3079 -2.4987
C -2.7102 -4.0512 3.6330
C -2.0921 -2.8769 2.9030
O -1.5356 -3.3102 1.6706
H -1.9591 -4.8250 3.8224
H -3.1399 -3.7347 4.5876
H -3.4972 -4.5129 3.0278
H -1.2916 -2.4323 3.5016
H -2.8398 -2.1044 2.6984
H -2.2561 -3.6957 1.1430
C 2.7281 -5.7826 3.7011
C 1.6579 -5.8574 4.7703
O 1.0154 -4.5981 4.9025
H 3.4701 -5.0176 3.9524
H 3.2363 -6.7446 3.5899
H 2.2933 -5.4998 2.7368
H 2.0995 -6.1186 5.7365
H 0.9050 -6.6112 4.5198
H 0.6193 -4.3792 4.0415
*
```



(3)
Below is a structure of composition C8H32B2N2O4V at a distorted geometry, with properties calculated with the ωB97M-V functional and the def2-TZVPD basis.

Computed properties:
**LUMO level (alpha / beta)**: -6.8 / -10.0 eV
**⟨S²⟩**: 0.872
**HOMO level (alpha / beta)**: -15.29 / -15.29 eV
**HOMO-LUMO gap (alpha / beta)**: 8.50 / 5.28 eV

ORCA input file:
```
! RIJCOSX wB97M-V def2-TZVPD def2/J DEFGRID3
* xyz 2 2
O -18.7810 0.8631 -8.0319
V -17.6019 0.2087 -8.9734
O -16.7338 1.3733 -9.7141
B -16.4469 -1.2128 -7.7319
H -16.0491 -1.4051 -8.7163
H -17.4959 -1.4612 -7.6856
H -15.8614 -1.7490 -7.0012
H -16.3772 -0.1639 -7.4886
B -18.1462 -1.0973 -10.8252
H -17.9652 -1.5698 -9.8722
H -17.2046 -0.6630 -11.1237
H -18.4723 -1.8792 -11.4934
H -18.9797 -0.4441 -10.6181
C -20.3759 2.2035 -5.4683
C -19.7120 1.8826 -4.0629
C -18.9022 3.0499 -3.5491
O -18.4535 2.7914 -2.1778
C -17.9262 3.8765 -1.5172
N -20.7625 1.5756 -2.9853
H -20.5876 0.7726 -2.3982
H -20.6052 2.3092 -2.3090
H -21.6503 1.4971 -3.4603
H -21.1525 1.4729 -5.6948
H -19.7981 2.4311 -6.3641
H -20.8734 3.1732 -5.4578
H -19.0455 1.0261 -4.1634
H -19.4552 3.9851 -3.4617
H -18.0693 3.1938 -4.2373
H -17.6460 3.6382 -0.4912
H -18.6040 4.7300 -1.5304
H -17.0045 4.3676 -1.8294
C -13.4845 2.5563 -9.3366
C -12.3203 2.7556 -10.1955
C -11.3528 1.5245 -10.2836
O -10.2692 1.9370 -11.1369
C -9.0701 2.6390 -10.6233
N -12.7981 3.1349 -11.5934
H -13.2816 4.0208 -11.6320
H -12.0829 3.1542 -12.3063
H -13.4826 2.4236 -11.8067
H -13.9875 3.4834 -9.0618
H -13.2579 2.0373 -8.4053
H -14.2500 1.9473 -9.8176
H -11.7505 3.6263 -9.8709
H -11.8688 0.6551 -10.6912
H -10.8806 1.1612 -9.3708
H -8.1932 2.6587 -11.2705
H -8.7431 2.2820 -9.6467
H -9.3143 3.6907 -10.4738
*
```



(4)
Below is a structure of composition C8H32ClN16O12 at a distorted geometry, with properties calculated with the ωB97M-V functional and the def2-TZVPD basis.

Computed properties:
**Energy relative to the best compared isomer or geometry (same formula, charge and spin)**: 798.6 kcal/mol
**LUMO level**: 2.0 eV
**HOMO level**: -4.58 eV
**HOMO-LUMO gap**: 6.53 eV

ORCA input file:
```
! RIJCOSX wB97M-V def2-TZVPD def2/J DEFGRID3
* xyz -1 1
Cl -0.1873 1.0736 -0.0788
O 0.7494 1.2659 -1.0759
O 0.2373 -0.0481 0.6594
O -0.1730 2.2523 0.7922
O -1.4550 0.6686 -0.6583
C 2.6814 0.6405 3.0902
O 3.4640 1.5142 2.9923
N 2.9630 -0.5371 3.4351
N 1.3951 0.8269 2.7616
H 3.9178 -0.8505 3.5362
H 2.2205 -1.2065 3.2915
H 0.9275 1.7167 2.6632
H 0.9057 0.0381 2.3638
C -0.0024 -1.8965 3.2617
O 0.5963 -1.0222 3.8252
N -0.4516 -2.9962 3.8318
N -0.4680 -1.8275 2.0545
H -1.0133 -3.6158 3.2656
H -0.3790 -2.9963 4.8392
H -0.2643 -1.0002 1.5121
H -1.0088 -2.5111 1.5442
C 0.2095 2.4022 -3.6043
O 1.3890 2.5853 -3.5228
N -0.5177 1.7375 -2.7004
N -0.5426 2.6919 -4.7110
H -0.1605 1.5037 -1.7851
H -1.5149 1.6378 -2.8259
H -1.5157 2.4438 -4.8186
H -0.2028 3.0478 -5.5930
C -2.4305 0.8859 2.4953
O -3.4706 0.3587 2.9443
N -1.2273 0.5869 2.7173
N -2.4658 1.7490 1.5178
H -0.4595 1.2337 2.6067
H -1.0073 -0.3532 3.0138
H -1.5330 1.9232 1.1720
H -3.2853 2.2294 1.1745
C 3.0464 -1.8727 0.9491
O 3.8176 -1.0632 1.3617
N 1.9011 -1.3768 0.4399
N 3.0540 -3.2102 0.8545
H 1.2456 -2.1131 0.2202
H 1.5660 -0.5510 0.9152
H 2.2445 -3.7815 0.6587
H 3.8974 -3.6044 1.2463
C 0.2869 -1.7736 -2.1217
O 0.2527 -2.6789 -2.9496
N -0.7417 -0.9501 -2.0294
N 1.2476 -1.4616 -1.2949
H -1.6431 -1.1591 -2.4342
H -0.6778 -0.2353 -1.3187
H 1.0711 -0.7766 -0.5740
H 1.9987 -2.1337 -1.2282
C -4.4729 1.3991 0.3164
O -4.4094 1.9824 1.3483
N -3.5449 1.2067 -0.5887
N -5.5462 0.7527 -0.0722
H -3.7368 0.6478 -1.4078
H -2.7421 1.8184 -0.5515
H -5.5510 0.1871 -0.9090
H -6.4598 1.0025 0.2786
C 2.4953 -0.0596 -3.1367
O 2.9607 -1.0370 -2.5431
N 1.8363 0.9433 -2.5294
N 2.5694 0.2720 -4.3894
H 1.4107 1.6198 -3.1469
H 1.6843 1.0592 -1.5376
H 2.8495 -0.3567 -5.1286
H 2.1698 1.1511 -4.6852
*
```